Density functional theory data (wB97M-V/def2-TZVPD) for the molecule C2H3N3O.

Results
largest force on an atom = 0.7 eV/Å
E_LUMO = -0.34 eV
energy above the lowest of the compared OMol25 structures with the same formula, charge and spin = 392.2 kJ/mol

Bonds (Å) are listed after each position.
Positions of all 9 atoms, in Å:
1 N 1.54 1.42 -0.60  C2 1.217, H7 1.025
2 C 0.53 0.78 -0.34  N1 1.217, C3 1.326
3 C -0.27 -0.22 -0.01  C2 1.326, N4 1.407, N5 1.431
4 N -1.68 -0.27 0.03  C3 1.407, H8 1.015, H9 1.011
5 N 0.43 -1.31 0.59  C3 1.431, O6 1.214
6 O 1.63 -1.20 0.72  N5 1.214
7 H 1.88 1.97 0.20  N1 1.025
8 H -1.97 -1.22 0.25  N4 1.015
9 H -2.09 0.04 -0.84  N4 1.011

***

Density functional theory data (wB97M-V/def2-TZVPD) for the molecule C2H3N3O in a non-equilibrium geometry.

Results
largest force on an atom = 2.4 eV/Å
E_LUMO = 0.94 eV
energy above the lowest of the compared OMol25 structures with the same formula, charge and spin = 121.9 kJ/mol

Bonds (Å) are listed after each position.
Positions of all 9 atoms, in Å:
1 O 0.38 -0.52 -1.96  C2 1.357, H7 0.968
2 C 0.16 -0.18 -0.66  O1 1.357, C3 1.414, N6 1.329
3 C -1.09 0.19 -0.11  C2 1.414, N4 1.324, H8 1.082
4 N -0.92 0.44 1.17  C3 1.324, N5 1.312
5 N 0.36 0.26 1.44  N4 1.312, N6 1.396, H9 1.046
6 N 1.07 -0.14 0.31  C2 1.329, N5 1.396
7 H 1.32 -0.73 -2.06  O1 0.968
8 H -2.10 0.31 -0.49  C3 1.082
9 H 0.82 0.38 2.37  N5 1.046